{"formula": "C48H87BrF2N10O5P", "method": "ωB97M-V/def2-TZVPD", "gap_ha": 0.35450, "homo_ev": -11.374, "lumo_ev": -1.73, "max_force_ev_per_a": 2.61, "charge": 1, "symbols": ["C", "C", "C", "C", "F", "C", "C", "C", "C", "N", "O", "N", "C", "C", "N", "C", "C", "P", "O", "O", "C", "C", "O", "C", "C", "C", "F", "N", "C", "C", "O", "C", "C", "C", "C", "C", "Br", "H", "H", "H", "H", "H", "H", "H", "H", "H", "H", "H", "H", "H", "H", "H", "H", "H", "H", "H", "H", "H", "H", "H", "H", "H", "H", "H", "H", "H", "H", "H", "H", "H", "H", "H", "H", "H", "H", "H", "H", "H", "H", "H", "H", "H", "C", "C", "C", "C", "N", "H", "H", "H", "H", "H", "H", "H", "C", "C", "C", "C", "N", "H", "H", "H", "H", "H", "H", "H", "C", "C", "C", "C", "N", "H", "H", "H", "H", "H", "H", "H", "C", "C", "C", "C", "N", "H", "H", "H", "H", "H", "H", "H", "C", "C", "C", "C", "N", "H", "H", "H", "H", "H", "H", "H", "C", "C", "C", "C", "N", "H", "H", "H", "H", "H", "H", "H"], "xyz": [[1.1013, -4.0686, -1.2302], [0.4169, -3.4959, -0.4085], [-0.5508, -2.8670, 0.4786], [-0.4672, -1.3313, 0.4980], [-0.1578, -1.0580, -0.8147], [-1.8957, -0.7287, 0.6569], [-2.8512, -1.5085, 1.5733], [-4.2845, -0.9794, 1.3094], [-4.8746, -1.5615, 0.0362], [-5.2985, -0.6999, -1.0203], [-4.9587, -2.7624, -0.0514], [-1.9375, 0.6680, 1.1065], [-0.7339, 1.4777, 0.9455], [-0.8855, 2.0750, -0.4813], [-2.2315, 2.6151, -0.7075], [-0.8358, 2.5894, 2.0349], [-0.5002, 4.0261, 1.5842], [1.2672, 4.4319, 1.4400], [1.3725, 5.8861, 1.3291], [1.9216, 3.7361, 0.1525], [3.0930, 4.4212, -0.3653], [2.7357, 5.0358, -1.7137], [1.9158, 3.9519, 2.8382], [3.2988, 3.5523, 2.7811], [3.5394, 2.5794, 3.9610], [0.6174, 0.7341, 0.9917], [1.5573, 1.3728, 1.7299], [0.5601, -0.7113, 1.3912], [0.1967, -0.7491, 2.8508], [0.2770, -2.1071, 3.5678], [-1.0241, -2.4779, 4.0254], [-0.9896, -2.7729, 5.4364], [-2.3759, -3.3137, 5.7917], [1.9516, -1.3099, 1.3184], [2.8157, -1.0078, 0.0868], [3.6028, -2.2580, -0.4115], [4.2188, 0.3478, 0.4561], [1.6079, -4.8296, -1.7875], [-0.6247, -3.3562, 1.4476], [-1.5071, -3.0717, -0.0053], [-2.3563, -0.7635, -0.3367], [-2.6813, -1.3295, 2.6342], [-2.9269, -2.5736, 1.3725], [-4.8783, -1.3863, 2.1295], [-4.3638, 0.1023, 1.3941], [-5.9335, -1.2739, -1.5706], [-4.4846, -0.5677, -1.6286], [-2.2987, 0.6650, 2.0520], [-0.1037, 2.8124, -0.6951], [-0.7645, 1.2820, -1.2287], [-2.6091, 3.0375, 0.1331], [-2.1442, 3.3813, -1.3675], [-1.8494, 2.6278, 2.4394], [-0.2149, 2.3524, 2.9007], [-0.8151, 4.6745, 2.4060], [-1.0651, 4.3899, 0.7328], [3.8325, 3.6414, -0.5623], [3.5449, 5.1161, 0.3354], [3.5858, 5.0114, -2.3949], [2.3703, 6.0567, -1.6293], [1.9671, 4.3981, -2.1526], [3.9276, 4.4279, 2.9473], [3.5600, 3.0089, 1.8759], [4.4931, 2.7513, 4.4504], [3.4917, 1.5677, 3.5494], [2.7130, 2.6344, 4.6675], [1.0284, 0.8385, -0.0095], [0.8459, -0.0910, 3.4224], [-0.7976, -0.3629, 3.0485], [0.8946, -2.0312, 4.4639], [0.6642, -2.9547, 2.9988], [-0.8078, -1.8449, 5.9887], [-0.2334, -3.5250, 5.6639], [-3.0568, -2.5226, 6.0984], [-2.7757, -3.7611, 4.8808], [-2.3336, -4.0799, 6.5618], [2.4805, -0.9345, 2.1918], [1.9549, -2.3893, 1.4305], [2.2865, -0.6220, -0.7757], [3.4555, -2.3540, -1.4872], [4.6706, -2.1353, -0.2746], [3.2403, -3.1844, 0.0287], [3.0812, -8.5182, -4.7493], [1.7421, -8.2230, -4.0825], [1.1230, -6.8987, -4.5423], [1.9125, -5.7421, -4.1233], [2.5336, -4.8326, -3.7958], [3.8342, -7.7755, -4.4800], [3.4515, -9.4939, -4.4361], [2.9839, -8.5285, -5.8362], [1.8686, -8.2205, -2.9978], [1.0450, -9.0282, -4.3188], [0.1185, -6.8040, -4.1241], [1.0139, -6.8911, -5.6282], [-0.5835, 0.2707, -6.4373], [0.1749, 0.2128, -5.1141], [-0.3471, -0.8745, -4.1678], [-1.7046, -0.6008, -3.7001], [-2.7667, -0.3906, -3.3156], [-1.6288, 0.5432, -6.2864], [-0.1412, 1.0107, -7.0917], [-0.5503, -0.6920, -6.9489], [0.1274, 1.1890, -4.6247], [1.2280, 0.0113, -5.3209], [0.3110, -0.9428, -3.2986], [-0.3175, -1.8469, -4.6627], [3.6101, -4.4433, 3.6791], [4.2067, -4.5751, 5.0769], [3.5463, -5.6786, 5.9102], [2.1508, -5.3760, 6.2231], [1.0550, -5.1375, 6.4696], [2.5602, -4.1428, 3.7222], [4.1514, -3.6868, 3.1074], [3.6737, -5.3861, 3.1333], [4.1301, -3.6181, 5.5968], [5.2697, -4.8022, 4.9849], [4.0945, -5.8003, 6.8459], [3.6040, -6.6336, 5.3850], [-8.3079, 0.3005, 1.0748], [-9.0232, -0.0635, 2.3717], [-8.4559, 0.6670, 3.5930], [-7.0863, 0.2563, 3.8946], [-6.0117, -0.0697, 4.1326], [-7.2608, -0.0068, 1.0942], [-8.7822, -0.1969, 0.2291], [-8.3441, 1.3765, 0.8949], [-8.9722, -1.1431, 2.5247], [-10.0793, 0.1942, 2.2766], [-9.0813, 0.4582, 4.4628], [-8.4872, 1.7464, 3.4342], [-4.1202, 3.6886, -7.8787], [-3.7389, 3.7429, -9.3541], [-3.5556, 2.3553, -9.9759], [-2.4124, 1.6414, -9.4101], [-1.5144, 1.0806, -8.9657], [-3.3270, 3.2395, -7.2780], [-4.2961, 4.6943, -7.4968], [-5.0326, 3.1081, -7.7305], [-2.8259, 4.3293, -9.4724], [-4.5250, 4.2649, -9.9024], [-3.4036, 2.4585, -11.0518], [-4.4607, 1.7603, -9.8412], [7.3630, 6.9038, 2.9491], [6.5459, 8.0131, 2.2963], [5.5218, 7.4868, 1.2869], [6.1575, 6.8744, 0.1195], [6.6561, 6.3921, -0.7953], [7.9730, 6.3734, 2.2158], [8.0347, 7.3203, 3.6995], [6.7135, 6.1783, 3.4445], [7.2184, 8.7226, 1.8113], [6.0118, 8.5621, 3.0739], [4.8913, 8.3103, 0.9475], [4.8597, 6.7622, 1.7665]]}